# 1
101
Properties=species:S:1:pos:R:3:mulliken_charge:R:1 method="wB97M-V/def2-TZVPD" homo_energy_ev=-9.30 lumo_energy_ev=-4.045 total_energy_ha=-2635.3093 total_charge=+1 spin_multiplicity=1
C 1.023 2.818 -1.011 -0.679
N 0.212 1.958 -1.965 0.428
C 0.957 2.035 -3.280 -0.989
C -1.138 2.521 -2.122 0.111
O -1.384 3.181 -3.190 -0.591
C -2.318 2.359 -1.012 -0.505
C -3.472 3.396 -1.481 -0.055
C -4.849 2.927 -2.061 -0.436
C -5.859 4.012 -2.512 0.922
C -7.291 3.785 -3.168 -0.666
C -8.036 2.439 -2.752 0.580
C -7.517 0.992 -2.962 -0.131
C -8.350 -0.275 -2.549 -0.529
C -9.775 -0.146 -1.926 -0.390
C -10.324 1.315 -1.687 -0.409
C -9.468 2.566 -2.098 -0.496
C -5.402 5.517 -2.340 -0.802
C -4.004 5.886 -1.754 0.333
C -3.497 7.407 -1.615 -0.502
O -3.584 8.006 -2.954 -0.160
O -4.783 8.623 -3.105 -0.383
N -3.109 4.809 -1.357 -0.019
H 1.429 2.179 -0.144 0.132
H 0.398 3.685 -0.587 0.216
H 1.936 3.287 -1.525 0.344
H 0.385 1.520 -4.131 0.287
H 1.970 1.475 -3.208 0.310
H 1.232 3.120 -3.567 0.356
H -2.737 1.306 -1.169 0.406
H -1.945 2.564 0.051 0.480
H -5.106 1.824 -2.167 0.155
H -7.273 3.880 -4.310 0.355
H -7.960 4.655 -2.796 0.386
H -6.481 0.821 -3.441 0.311
H -7.938 -1.340 -2.711 0.302
H -10.437 -1.033 -1.637 0.324
H -11.369 1.443 -1.213 0.305
H -9.959 3.588 -1.921 0.188
H -6.106 6.367 -2.655 0.378
H -4.080 8.025 -0.852 0.330
H -2.362 7.399 -1.382 0.250
H -5.210 8.267 -3.931 0.341
H -2.168 5.055 -0.989 0.314
O -2.183 -1.794 0.685 -0.840
P -0.903 -2.572 1.043 0.820
N -1.036 -2.207 2.706 0.101
C -0.134 -1.440 3.538 -0.725
C -2.162 -2.770 3.438 -1.072
N 0.147 -1.443 0.263 0.125
C 1.271 -0.756 0.876 -0.621
C -0.443 -0.559 -0.740 -1.254
N 0.551 -3.530 1.397 0.330
C 0.991 -4.233 0.163 -1.158
C 0.467 -4.575 2.430 -1.210
H 0.908 -1.741 3.415 0.137
H -0.338 -1.574 4.605 0.457
H -0.229 -0.368 3.334 0.173
H -1.983 -3.823 3.680 0.282
H -3.083 -2.723 2.850 0.297
H -2.369 -2.243 4.372 0.435
H 0.946 0.099 1.480 0.216
H 1.953 -0.372 0.109 0.471
H 1.891 -1.412 1.486 -0.188
H -1.003 0.259 -0.272 0.226
H -1.112 -1.115 -1.404 0.378
H 0.318 -0.122 -1.387 0.487
H 0.242 -4.963 -0.161 0.351
H 1.942 -4.750 0.324 0.366
H 1.155 -3.540 -0.663 0.302
H -0.369 -5.257 2.247 0.358
H 0.367 -4.159 3.433 0.352
H 1.391 -5.161 2.463 0.358
O 4.419 -1.958 0.785 -0.707
P 5.683 -2.772 1.115 0.892
N 5.586 -2.418 2.782 0.184
C 6.520 -1.683 3.607 -1.037
C 4.457 -2.958 3.527 -0.809
N 6.750 -1.662 0.331 0.102
C 7.901 -1.010 0.934 -1.062
C 6.168 -0.749 -0.655 -0.966
N 7.116 -3.772 1.436 -0.135
C 7.517 -4.475 0.189 -1.140
C 7.019 -4.825 2.460 -1.036
H 7.552 -2.010 3.465 0.336
H 6.330 -1.821 4.676 0.449
H 6.451 -0.607 3.414 0.223
H 4.611 -4.018 3.757 0.266
H 3.528 -2.881 2.954 -0.018
H 4.279 -2.434 4.469 0.438
H 7.608 -0.155 1.550 0.301
H 8.580 -0.634 0.160 0.384
H 8.513 -1.689 1.528 0.291
H 5.637 0.078 -0.171 0.280
H 5.475 -1.278 -1.315 0.252
H 6.936 -0.324 -1.310 0.328
H 6.743 -5.181 -0.130 0.366
H 8.455 -5.019 0.329 0.403
H 7.687 -3.778 -0.634 0.331
H 6.162 -5.482 2.284 0.359
H 6.946 -4.417 3.469 0.290
H 7.927 -5.436 2.473 0.378

---

# 2
91
Properties=species:S:1:pos:R:3:mulliken_charge:R:1 method="wB97M-V/def2-TZVPD" homo_energy_ev=-11.61 lumo_energy_ev=-6.915 total_energy_ha=-2330.5745 total_charge=+1 spin_multiplicity=1
C -5.489 1.748 -4.234 -0.453
C -4.430 1.180 -3.671 0.087
Nb -2.524 0.431 -2.601 -1.104
Cl -1.242 1.823 -4.274 -0.363
C -3.878 -0.930 -1.391 -0.422
C -4.143 -2.315 -2.231 -0.548
C -2.830 -3.233 -1.981 -0.001
Cl -3.176 -5.042 -2.021 -0.229
C -0.639 -0.212 -1.508 0.197
C 0.729 0.387 -2.113 -1.098
C 1.011 1.920 -1.726 0.886
C 1.425 2.175 -0.194 0.188
C 1.999 3.683 -0.023 -0.948
C 0.917 4.834 -0.370 1.216
C 1.613 6.134 -1.081 -0.965
C 1.868 5.934 -2.661 -0.324
C 3.412 5.544 -3.034 -0.526
C 3.560 4.057 -3.643 -0.747
C -2.747 2.209 -1.186 0.610
C -3.520 1.916 0.202 -0.713
C -2.523 1.216 1.285 1.707
C -2.712 1.818 2.790 -0.774
C -2.327 0.627 3.807 -0.788
C -0.817 0.069 3.594 -0.171
C -0.759 -1.549 3.418 -0.330
C 0.772 -2.020 3.126 -0.412
C 1.042 -3.574 3.428 -0.528
C 2.622 -3.933 3.205 -0.611
C 2.997 -5.438 3.644 -0.621
C 3.748 -6.282 2.466 -0.701
C 2.556 -6.850 1.503 -0.164
C 3.116 -7.522 0.138 -0.912
H -6.235 2.112 -5.022 0.337
H -2.354 -0.952 -3.801 0.146
H -4.890 -0.383 -1.291 0.334
H -3.449 -1.137 -0.348 0.249
H -4.302 -2.116 -3.346 0.281
H -5.044 -2.905 -1.837 0.411
H -2.459 -2.969 -0.912 -0.012
H -1.986 -3.031 -2.727 0.178
H -0.646 -0.023 -0.372 -0.082
H -0.571 -1.369 -1.629 0.360
H 0.832 0.196 -3.255 0.316
H 1.594 -0.235 -1.641 0.380
H 1.896 2.272 -2.384 -0.198
H 0.128 2.612 -1.972 -0.231
H 2.297 1.470 0.051 0.414
H 0.560 2.060 0.557 -0.438
H 2.354 3.890 1.062 0.389
H 2.937 3.873 -0.681 0.206
H -0.006 4.469 -0.958 -1.450
H 0.518 5.222 0.653 0.465
H 1.002 7.097 -0.926 0.371
H 2.610 6.297 -0.522 0.351
H 1.105 5.224 -3.168 0.226
H 1.685 6.969 -3.157 0.336
H 4.120 5.630 -2.134 0.292
H 3.754 6.283 -3.852 0.350
H 2.518 3.676 -3.981 0.141
H 4.272 3.975 -4.535 0.360
H 3.925 3.295 -2.848 0.179
H -3.323 3.076 -1.737 0.111
H -1.696 2.630 -0.904 -0.198
H -3.769 2.958 0.662 0.402
H -4.527 1.381 0.092 0.202
H -1.450 1.531 0.969 -1.195
H -2.610 0.076 1.318 -0.318
H -1.938 2.666 2.909 0.258
H -3.750 2.272 2.957 0.339
H -3.129 -0.203 3.695 0.307
H -2.374 0.986 4.909 0.428
H -0.254 0.562 2.726 -0.119
H -0.218 0.297 4.558 0.491
H -1.424 -1.864 2.522 0.014
H -1.151 -2.089 4.364 0.363
H 1.458 -1.411 3.817 0.248
H 1.014 -1.781 2.025 0.075
H 0.798 -3.845 4.522 0.295
H 0.453 -4.281 2.727 0.188
H 3.269 -3.204 3.831 0.359
H 2.905 -3.771 2.093 0.269
H 3.729 -5.367 4.532 0.347
H 2.083 -6.066 3.946 0.333
H 4.480 -5.620 1.853 0.322
H 4.318 -7.149 2.953 0.315
H 1.991 -7.653 2.107 0.263
H 1.878 -5.930 1.286 0.054
H 2.446 -7.177 -0.732 0.265
H 3.041 -8.670 0.226 0.238
H 4.211 -7.232 -0.043 0.272
Sn -2.256 4.575 -1.871 0.975

---

# 3
104
Properties=species:S:1:pos:R:3:mulliken_charge:R:1 method="wB97M-V/def2-TZVPD" homo_energy_ev=-6.06 lumo_energy_ev=1.851 total_energy_ha=-3266.4026 total_charge=-1 spin_multiplicity=1
O 6.985 -0.252 2.240 -0.605
C 6.061 -1.039 2.143 0.358
O 6.314 -2.358 2.003 -0.379
C 4.631 -0.661 2.131 -0.547
In 3.122 -2.223 2.498 0.961
Cl 3.549 -4.371 1.441 -0.572
S 0.995 -1.209 1.410 0.681
O 1.045 0.225 1.619 -0.517
O -0.265 -1.840 1.723 -0.599
F 1.121 -1.348 -0.214 -0.247
H 7.247 -2.427 1.755 0.292
H 4.428 -0.269 1.131 0.171
H 4.445 0.153 2.827 0.369
H 2.711 -2.535 4.149 -0.334
C -1.339 -1.099 -1.925 -1.192
C -2.538 -1.651 -2.648 0.974
O -2.542 -2.758 -3.144 -0.603
C -3.753 -0.755 -2.731 -1.057
H -0.533 -1.825 -1.928 0.330
H -1.003 -0.183 -2.415 0.329
H -1.595 -0.864 -0.890 0.273
H -3.500 0.169 -3.257 0.406
H -4.110 -0.514 -1.731 0.354
H -4.546 -1.268 -3.272 0.238
C 4.794 3.501 1.506 -1.054
C 3.776 2.756 0.672 0.760
O 3.996 1.642 0.263 -0.567
C 2.465 3.441 0.400 -0.917
H 5.679 2.880 1.637 0.147
H 5.068 4.436 1.014 0.388
H 4.371 3.739 2.484 0.331
H 2.597 4.390 -0.121 0.425
H 1.957 3.645 1.347 0.193
H 1.844 2.774 -0.195 0.309
C -6.030 -1.862 -8.179 -1.127
C -5.509 -1.365 -6.849 0.809
O -6.029 -0.427 -6.284 -0.583
C -4.332 -2.104 -6.277 -0.242
H -6.880 -1.260 -8.491 0.317
H -5.243 -1.801 -8.933 0.314
H -6.332 -2.907 -8.087 0.268
H -3.487 -2.046 -6.966 0.415
H -4.590 -3.150 -6.112 -0.033
H -4.048 -1.667 -5.325 -0.155
C 2.478 -5.652 6.369 -1.022
C 3.941 -5.314 6.191 0.807
O 4.289 -4.348 5.562 -0.480
C 4.940 -6.254 6.832 -1.135
H 1.874 -4.907 5.857 0.225
H 2.268 -6.638 5.950 0.326
H 2.221 -5.667 7.430 0.327
H 4.817 -7.261 6.430 0.325
H 4.779 -6.293 7.912 0.321
H 5.949 -5.904 6.628 0.288
C 9.363 1.665 1.871 -0.790
C 10.822 1.963 1.666 0.720
O 11.216 2.893 0.997 -0.572
C 11.797 1.025 2.346 -1.089
H 8.758 2.397 1.341 0.239
H 9.119 0.670 1.505 0.285
H 9.115 1.692 2.933 0.304
H 11.642 0.005 1.991 0.304
H 11.635 1.037 3.425 0.304
H 12.817 1.335 2.128 0.311
C -6.590 1.825 -1.600 -0.958
C -6.881 0.723 -0.609 0.899
O -6.092 -0.167 -0.400 -0.513
C -8.212 0.786 0.104 -1.214
H -5.611 1.668 -2.046 0.173
H -7.346 1.830 -2.387 0.320
H -6.610 2.794 -1.098 0.339
H -9.027 0.756 -0.622 0.323
H -8.291 1.717 0.668 0.323
H -8.302 -0.058 0.784 0.315
C -0.346 6.248 0.192 -0.488
C 0.717 6.867 -0.679 0.717
O 1.792 6.327 -0.810 -0.539
C 0.381 8.162 -1.379 -1.210
H 0.036 5.323 0.614 -0.142
H -0.639 6.917 1.000 0.336
H -1.235 6.031 -0.404 0.336
H 0.132 8.929 -0.643 0.311
H -0.484 8.020 -2.029 0.307
H 1.231 8.490 -1.972 0.333
C -5.540 -5.425 -3.378 -0.945
C -5.349 -5.961 -4.774 0.818
O -5.236 -5.221 -5.724 -0.558
C -5.291 -7.461 -4.929 -1.171
H -5.552 -4.338 -3.400 0.133
H -6.477 -5.797 -2.959 0.355
H -4.721 -5.756 -2.737 0.340
H -6.218 -7.910 -4.569 0.334
H -4.466 -7.863 -4.339 0.324
H -5.145 -7.717 -5.976 0.306
C -1.792 3.460 2.842 -0.705
C -2.798 4.583 2.806 0.833
O -2.519 5.677 2.370 -0.530
C -4.178 4.273 3.337 -1.130
H -0.841 3.798 2.437 -0.038
H -1.645 3.121 3.869 0.348
H -2.148 2.612 2.256 0.312
H -4.114 3.965 4.382 0.333
H -4.621 3.454 2.768 0.286
H -4.809 5.155 3.256 0.304

---

# 4
99
Properties=species:S:1:pos:R:3:mulliken_charge:R:1 method="wB97M-V/def2-TZVPD" homo_energy_ev=-4.53 lumo_energy_ev=1.982 total_energy_ha=-4484.5875 total_charge=-1 spin_multiplicity=1
C 6.655 -0.680 0.236 -0.829
C 6.217 0.897 0.155 -0.412
C 5.687 1.362 -1.355 0.409
C 4.810 2.728 -1.123 -0.784
C 3.236 2.632 -1.565 -0.548
C 2.472 1.244 -1.148 0.399
Al 0.929 1.526 0.229 0.113
Br -0.878 2.818 -0.781 -0.515
C 0.259 -0.286 1.030 -0.043
C 1.356 -1.498 0.859 1.043
C 0.679 -3.004 0.725 -0.132
C 0.878 -3.550 -0.836 -0.606
O 2.287 -3.660 -1.243 -0.356
C 2.594 -2.854 -2.435 -0.303
H 7.833 -0.809 0.343 0.264
H 6.201 -1.156 1.228 0.160
H 6.288 -1.347 -0.654 0.175
H 7.162 1.569 0.405 0.360
H 5.397 1.085 0.996 0.115
H 5.079 0.446 -1.769 -0.490
H 6.645 1.489 -2.015 0.423
H 5.304 3.560 -1.822 0.203
H 4.881 3.054 0.000 0.329
H 2.674 3.510 -0.985 0.164
H 3.098 2.847 -2.723 0.198
H 1.942 0.791 -2.115 -0.028
H 3.153 0.415 -0.682 -0.136
H 1.560 2.480 1.361 -0.354
H -0.798 -0.553 0.556 -0.134
H 0.120 -0.106 2.197 0.177
H 2.162 -1.550 1.706 -0.375
H 1.919 -1.305 -0.156 -0.686
H 1.296 -3.734 1.406 -0.063
H -0.449 -3.016 1.037 0.252
H 0.218 -2.852 -1.505 0.271
H 0.385 -4.634 -0.903 0.326
H 1.855 -1.969 -2.642 0.198
H 2.599 -3.606 -3.362 0.211
H 3.683 -2.366 -2.409 0.008
C 0.917 -4.330 4.324 -1.178
C -0.025 -3.176 4.542 0.996
O 0.280 -2.031 4.213 -0.487
C -1.356 -3.478 5.178 -1.261
H 1.837 -3.964 3.857 0.180
H 1.169 -4.790 5.283 0.431
H 0.456 -5.065 3.659 0.344
H -1.204 -3.899 6.175 0.348
H -1.918 -4.175 4.552 0.335
H -1.931 -2.551 5.274 0.318
C 4.694 -1.635 6.343 -1.113
C 4.644 -0.589 5.262 0.728
O 5.598 0.158 5.052 -0.591
C 3.381 -0.492 4.448 -0.553
H 5.664 -1.589 6.848 0.329
H 3.908 -1.447 7.079 0.316
H 4.574 -2.629 5.904 0.284
H 2.537 -0.253 5.099 0.358
H 3.203 -1.435 3.925 -0.020
H 3.488 0.306 3.706 0.260
C 3.744 -0.104 -5.788 -1.319
C 4.549 -0.680 -4.654 0.922
O 4.107 -0.709 -3.507 -0.384
C 5.917 -1.219 -4.978 -1.190
H 2.779 0.246 -5.406 0.312
H 4.275 0.744 -6.228 0.378
H 3.562 -0.873 -6.543 0.368
H 6.545 -0.421 -5.382 0.344
H 5.832 -2.038 -5.697 0.356
H 6.382 -1.602 -4.064 0.249
C -3.495 0.553 0.444 -0.513
C -4.480 0.679 1.575 0.816
O -4.981 -0.314 2.099 -0.645
C -4.829 2.068 2.040 -1.198
H -3.339 -0.506 0.214 0.135
H -3.887 1.050 -0.447 0.350
H -2.537 0.993 0.735 0.140
H -5.280 2.632 1.220 0.281
H -3.931 2.575 2.402 0.332
H -5.551 2.005 2.861 0.345
C -7.080 -0.266 -0.688 -0.772
C -6.348 0.331 -1.860 0.844
O -5.135 0.531 -1.821 -0.581
C -7.157 0.672 -3.083 -0.971
H -6.369 -0.461 0.122 0.069
H -7.837 0.434 -0.328 0.172
H -7.544 -1.211 -0.982 0.381
H -7.918 1.414 -2.829 0.134
H -7.624 -0.231 -3.483 0.342
H -6.497 1.094 -3.848 0.291
C -9.580 4.341 -1.205 -0.979
C -9.169 4.489 -2.645 0.819
O -8.869 3.511 -3.327 -0.545
C -9.138 5.881 -3.218 -1.112
H -9.557 3.282 -0.927 0.210
H -8.885 4.887 -0.562 0.324
H -10.598 4.716 -1.069 0.321
H -8.423 6.495 -2.665 0.331
H -10.136 6.324 -3.172 0.327
H -8.823 5.835 -4.266 0.289

---

# 5
102
Properties=species:S:1:pos:R:3:mulliken_charge:R:1 method="wB97M-V/def2-TZVPD" homo_energy_ev=-9.49 lumo_energy_ev=-4.795 total_energy_ha=-2981.4692 total_charge=+1 spin_multiplicity=1
C -5.405 -2.172 1.058 -0.267
C -4.020 -2.421 0.821 -0.242
N -2.544 -2.706 1.018 0.209
C -1.302 -1.897 0.714 0.037
P -1.358 -0.168 -0.094 1.123
N -2.877 0.346 -0.448 -0.763
O -0.413 -0.221 -1.558 -0.512
O -0.749 0.987 1.101 -0.521
C 0.050 -2.736 1.175 0.282
C 1.645 -2.375 1.052 -0.397
C 2.007 -0.779 1.145 0.191
C 1.787 -0.270 2.699 -0.535
Cl 2.533 1.439 2.835 -0.134
N -0.539 -3.994 1.775 0.180
C 0.082 -5.204 2.436 0.022
F 0.119 -4.974 3.916 -0.364
C 1.513 -5.689 1.800 -0.451
C 2.638 -5.551 3.018 -0.930
C -2.048 -3.981 1.663 0.124
Cl -3.357 -5.200 2.148 -0.045
H -6.553 -1.959 1.216 0.421
H -2.968 0.554 -1.467 0.246
H 0.008 -1.152 -1.565 0.347
H -1.052 1.912 0.855 0.300
H 2.188 -2.928 1.959 -0.022
H 2.078 -2.816 0.057 0.433
H 1.499 -0.103 0.336 -0.529
H 3.181 -0.694 0.947 0.342
H 2.447 -0.958 3.418 0.350
H 0.680 -0.342 3.073 0.320
H -0.673 -6.117 2.286 0.343
H 1.485 -6.853 1.541 0.368
H 1.828 -5.150 0.810 0.240
H 2.349 -6.391 3.816 0.316
H 3.737 -5.766 2.650 0.315
H 2.618 -4.503 3.544 0.243
C 8.806 4.829 0.815 -1.472
C 8.031 3.520 0.938 0.193
N 7.552 3.243 2.295 0.196
C 7.079 1.867 2.474 -1.212
C 5.854 1.432 1.678 -0.237
C 6.719 4.276 2.914 -0.939
C 5.443 4.687 2.185 -0.373
H 9.633 4.868 1.532 0.334
H 9.231 4.916 -0.191 0.442
H 8.164 5.701 0.974 0.287
H 8.715 2.719 0.635 0.440
H 7.210 3.523 0.212 -0.207
H 6.890 1.682 3.540 0.375
H 7.904 1.190 2.219 0.429
H 4.936 1.862 2.081 -0.084
H 5.745 0.343 1.736 0.398
H 5.929 1.694 0.619 0.224
H 7.333 5.174 3.053 0.337
H 6.457 3.972 3.936 0.328
H 5.604 4.852 1.116 0.168
H 5.070 5.629 2.604 0.454
H 4.649 3.949 2.310 -0.054
C -0.076 5.444 -1.219 -1.337
C 1.394 5.052 -1.097 -0.390
N 1.609 3.615 -0.907 0.454
C 2.975 3.282 -0.493 0.224
C 4.103 3.580 -1.476 -0.863
C 1.029 2.732 -1.920 -0.203
C 1.452 2.945 -3.370 -1.358
H -0.656 5.077 -0.365 0.264
H -0.169 6.535 -1.242 0.437
H -0.526 5.059 -2.139 0.287
H 1.792 5.587 -0.226 0.411
H 1.936 5.430 -1.971 0.315
H 3.023 2.222 -0.214 -0.357
H 3.189 3.823 0.438 0.202
H 4.117 2.869 -2.302 0.324
H 5.068 3.491 -0.966 -0.029
H 4.045 4.593 -1.884 0.301
H -0.063 2.822 -1.869 0.406
H 1.222 1.686 -1.648 -0.145
H 1.435 3.999 -3.663 0.270
H 0.759 2.416 -4.035 0.432
H 2.447 2.543 -3.567 0.295
C -8.384 -4.492 -0.415 -1.256
C -9.199 -4.202 -1.671 -0.400
N -9.281 -2.778 -2.006 0.084
C -10.297 -2.478 -3.020 -0.679
C -10.094 -3.056 -4.416 -0.952
C -8.008 -2.075 -2.169 -0.250
C -7.032 -2.609 -3.214 -1.027
H -8.753 -3.915 0.440 0.276
H -8.460 -5.554 -0.159 0.438
H -7.322 -4.267 -0.555 0.230
H -10.212 -4.580 -1.484 0.452
H -8.794 -4.791 -2.502 0.270
H -10.417 -1.390 -3.104 0.341
H -11.265 -2.835 -2.645 0.401
H -9.310 -2.531 -4.962 0.221
H -11.015 -2.943 -4.998 0.393
H -9.854 -4.123 -4.395 0.270
H -7.494 -2.066 -1.200 -0.124
H -8.199 -1.014 -2.378 0.377
H -6.916 -3.696 -3.163 0.234
H -6.041 -2.172 -3.046 0.396
H -7.331 -2.336 -4.227 0.298

---

| no. | Kohn-Sham gap (eV) |
| --- | --- |
| 1 | 5.254 |
| 2 | 4.697 |
| 3 | 7.909 |
| 4 | 6.514 |
| 5 | 4.700 |